# 1
Molecular formula: C2H8N2
Method: DFT, ωB97M-V/def2-TZVPD

Total charge: +1
Electronic energy (eV): -5175.2544
LUMO level (spin up / spin down) (eV): -4.35 / -7.72
Largest force on an atom (eV/Å): 1.0
Relative energy (zero: lowest compared OMol25 entry of this formula, charge and spin) (kJ/mol): 68.8
Multiplicity: 2

Atoms and positions in Å:
N: -3.377862 -2.377808 -3.429075
H: -2.978643 -3.101616 -2.834239
H: -4.141815 -2.025533 -2.849877
H: -3.826087 -2.891651 -4.186030
C: 0.763022 1.155447 2.320396
C: 2.107482 1.089672 1.929255
N: 2.568249 1.563757 0.803506
H: 0.020244 1.546117 1.638179
H: 0.499212 1.041893 3.360799
H: 2.796850 0.465443 2.496875
H: 2.012495 2.087292 0.134789
H: 3.556852 1.446986 0.615422

Atoms 1-2, force components in eV/Å:
-0.3 -0.3 0.5
0.2 0.0 -0.2



# 2
Molecular formula: C4H10N2
Method: DFT, ωB97M-V/def2-TZVPD

Electronic energy (eV): -7288.7967
LUMO level (eV): 0.98
Largest force on an atom (eV/Å): 0.8
Relative energy (zero: lowest compared OMol25 entry of this formula, charge and spin) (kJ/mol): 175.9
Multiplicity: 1

Atoms and positions in Å:
C: 1.422309 1.202950 1.318093
C: 2.361649 0.270947 1.356368
N: 3.536843 0.270781 2.120537
H: 1.596135 2.172267 1.753749
H: 0.454047 1.131160 0.829834
H: 2.193586 -0.653536 0.810870
H: 3.634627 1.094777 2.697944
H: 4.361279 0.206196 1.537001
C: -3.663629 -0.211517 -1.472009
C: -2.361136 -0.190668 -1.724367
N: -1.508816 -1.276624 -1.529553
H: -4.215554 -1.065607 -1.113789
H: -4.270523 0.663057 -1.675931
H: -1.852679 0.690207 -2.084696
H: -1.786113 -2.191710 -1.844556
H: -0.518008 -1.140482 -1.587693

Atoms 1-2, force components in eV/Å:
-0.2 0.7 0.0
-0.5 -0.5 -0.3



> What is the electronic energy in the second record?

-7288.7967 eV



> Which of these has the highest electronic energy?

C2H8N2



Please write out number 2 again, unchanged.
Molecular formula: C4H10N2
Method: DFT, ωB97M-V/def2-TZVPD

Electronic energy (eV): -7288.7967
LUMO level (eV): 0.98
Largest force on an atom (eV/Å): 0.8
Relative energy (zero: lowest compared OMol25 entry of this formula, charge and spin) (kJ/mol): 175.9
Multiplicity: 1

Atoms and positions in Å:
C: 1.422309 1.202950 1.318093
C: 2.361649 0.270947 1.356368
N: 3.536843 0.270781 2.120537
H: 1.596135 2.172267 1.753749
H: 0.454047 1.131160 0.829834
H: 2.193586 -0.653536 0.810870
H: 3.634627 1.094777 2.697944
H: 4.361279 0.206196 1.537001
C: -3.663629 -0.211517 -1.472009
C: -2.361136 -0.190668 -1.724367
N: -1.508816 -1.276624 -1.529553
H: -4.215554 -1.065607 -1.113789
H: -4.270523 0.663057 -1.675931
H: -1.852679 0.690207 -2.084696
H: -1.786113 -2.191710 -1.844556
H: -0.518008 -1.140482 -1.587693

Atoms 1-2, force components in eV/Å:
-0.2 0.7 0.0
-0.5 -0.5 -0.3



> Look up the electronic energy of the second one.

-7288.7967 eV